{"formula": "C15H29N4O7Pd", "method": "the ωB97M-V functional and the def2-TZVPD basis", "symbols": ["N", "C", "Pd", "H", "H", "H", "H", "H", "H", "C", "O", "N", "H", "H", "H", "C", "H", "C", "N", "C", "C", "O", "N", "O", "C", "H", "O", "H", "C", "C", "C", "O", "C", "C", "C", "H", "H", "H", "H", "C", "H", "H", "H", "O", "H", "H", "H", "H", "H", "O", "H", "C", "H", "H", "H", "H"], "xyz": [[-1.411, 1.888, -0.413], [-2.534, 2.616, -2.540], [0.291, 0.293, 0.066], [-0.580, -3.550, 0.385], [0.632, 2.029, 2.016], [-2.095, 2.106, 0.301], [-0.817, 2.698, -0.555], [2.819, 2.677, 3.079], [2.515, 3.284, -0.616], [3.049, 2.961, 2.050], [2.026, -2.948, -1.681], [-5.121, 1.292, -1.746], [-0.359, -1.716, -2.486], [-5.878, 3.257, -1.759], [-1.701, 3.297, -2.735], [3.318, 0.530, 1.368], [-2.834, 2.219, -3.513], [1.171, 1.583, 1.170], [-5.000, -0.416, -0.210], [2.592, 1.881, 1.065], [1.206, -2.249, -1.135], [-0.663, -0.783, 1.984], [-5.295, 1.760, 0.503], [-1.315, 0.230, -3.579], [-0.921, 0.732, -2.535], [-3.788, 4.372, -2.367], [0.271, 0.702, -2.057], [-4.992, -0.740, 0.741], [-3.704, 3.380, -1.921], [-0.233, -2.321, -1.590], [-1.176, -2.651, 0.540], [1.452, -1.427, -0.137], [2.920, 2.296, -0.392], [-5.147, 0.878, -0.495], [-1.978, 1.461, -1.700], [-5.619, 2.689, 0.288], [3.017, -0.264, 0.689], [-5.503, 1.426, 1.430], [-4.948, 0.592, -2.453], [-0.683, -1.983, 1.799], [-5.217, 2.661, -3.261], [3.138, 0.202, 2.394], [-2.730, 0.696, -1.512], [-1.135, -1.788, -0.578], [-2.210, -2.963, 0.728], [-0.485, -3.356, -1.818], [-0.005, -2.391, 3.501], [-4.731, -1.075, -0.923], [4.385, 0.725, 1.244], [-0.324, -2.866, 2.718], [2.564, 3.916, 1.837], [-5.044, 2.697, -2.187], [4.006, 2.337, -0.495], [2.527, 1.584, -1.115], [4.127, 3.109, 1.976], [-3.534, 3.540, -0.851]], "nbo_charge": [-0.818, -0.426, 1.096, 0.234, 0.169, 0.380, 0.389, 0.213, 0.207, -0.602, -0.590, -0.547, 0.259, 0.207, 0.228, -0.590, 0.245, 0.130, -0.761, -0.241, 0.741, -0.651, -0.776, -0.671, 0.764, 0.243, -0.790, 0.423, -0.422, -0.213, -0.180, -0.827, -0.589, 0.679, -0.165, 0.426, 0.273, 0.422, 0.429, 0.805, 0.241, 0.210, 0.187, -0.563, 0.205, 0.207, 0.507, 0.431, 0.230, -0.648, 0.210, -0.227, 0.231, 0.248, 0.233, 0.193], "homo_ev": [-10.59, -10.67], "charge": 1, "energy_ev": -39790.166, "gap_ev": [6.832, 6.741], "relative_energy_kj_mol": 132.27, "e_lumo_ev": [-3.75, -3.93]}